{
  "formula": "C51H46BrNO3PPtSSb2",
  "method": "the ωB97M-V functional and the def2-TZVPD basis",
  "species": ["Pt", "C", "C", "C", "C", "C", "Br", "N", "C", "H", "H", "H", "H", "H", "H", "C", "C", "C", "Sb", "C", "C", "C", "C", "C", "C", "C", "C", "C", "C", "C", "C", "Sb", "C", "C", "C", "C", "C", "C", "C", "C", "C", "C", "C", "C", "H", "H", "H", "H", "H", "H", "H", "H", "H", "H", "H", "H", "H", "H", "H", "H", "H", "H", "H", "H", "H", "H", "H", "H", "H", "H", "O", "S", "O", "O", "C", "C", "C", "C", "C", "C", "P", "C", "C", "C", "C", "C", "C", "C", "C", "C", "C", "C", "C", "H", "H", "H", "H", "H", "H", "H", "H", "H", "H", "H", "H", "H", "H"],
  "positions_angstrom": [[-0.46125, -0.66060, 1.88520], [0.54996, -3.75164, 6.46990], [-0.11931, -3.71600, 5.12610], [-0.78737, -4.81372, 4.59523], [-1.35444, -4.74366, 3.33324], [-1.24185, -3.55482, 2.64325], [-1.90588, -3.43649, 0.87730], [-0.66059, -2.46379, 3.14179], [-0.10141, -2.56374, 4.35607], [0.63099, -4.77102, 6.83960], [-0.01774, -3.17660, 7.20301], [1.55212, -3.32652, 6.41731], [-0.86172, -5.73182, 5.16443], [-1.86470, -5.58833, 2.89508], [0.38735, -1.66990, 4.72112], [2.26819, 0.38160, -2.05509], [1.85867, -1.09636, -2.02034], [0.49609, -1.33087, -1.34096], [-1.10557, -1.03522, -2.73728], [-2.83592, -0.38026, -1.79061], [-2.81940, -0.15763, -0.41800], [-4.02468, 0.06355, 0.23524], [-5.21027, 0.11546, -0.48085], [-5.21316, -0.06028, -1.85992], [-4.02316, -0.31182, -2.52206], [-1.43845, -3.03323, -3.23073], [-2.63844, -3.61642, -2.83507], [-2.80611, -4.98322, -3.02226], [-1.80610, -5.73599, -3.61883], [-0.61939, -5.13885, -4.02764], [-0.43291, -3.77729, -3.84752], [0.57697, 1.62656, -2.51126], [1.24831, 3.27693, -3.58839], [2.49339, 3.32902, -4.21582], [2.86202, 4.46721, -4.91469], [1.98978, 5.54664, -4.98771], [0.74982, 5.49399, -4.36716], [0.37625, 4.36212, -3.65687], [-0.22228, 0.36055, -4.29562], [0.57216, -0.41817, -5.20317], [0.12306, -0.71796, -6.46853], [-1.14151, -0.29447, -6.88901], [-1.95716, 0.45974, -6.05935], [-1.51560, 0.77548, -4.78380], [3.11499, 0.54309, -2.72123], [2.55621, 0.74075, -1.07040], [2.63292, -1.68605, -1.52494], [1.80921, -1.49381, -3.03582], [0.33461, -0.66745, -0.47957], [0.35917, -2.36692, -1.03108], [-1.88954, -0.20002, 0.16291], [-4.02838, 0.19582, 1.30782], [-6.14284, 0.29489, 0.03738], [-6.14138, -0.01911, -2.41333], [-4.03538, -0.47273, -3.59474], [-3.42800, -3.03590, -2.37451], [-3.72757, -5.45506, -2.70842], [-1.95534, -6.79537, -3.77809], [0.15614, -5.73327, -4.49146], [0.48991, -3.31572, -4.17894], [3.18324, 2.49570, -4.15937], [3.82899, 4.51800, -5.39652], [2.28516, 6.43961, -5.52196], [0.07709, 6.33892, -4.42681], [-0.57666, 4.34330, -3.13948], [1.57326, -0.71403, -4.91845], [0.75257, -1.26991, -7.15410], [-1.48241, -0.55379, -7.88357], [-2.92067, 0.80780, -6.40723], [-2.13608, 1.39079, -4.13675], [2.73091, 2.87487, -0.17598], [1.53050, 3.03300, 0.57583], [0.38620, 3.62722, -0.03509], [1.06338, 1.51753, 1.01306], [1.79694, 3.62563, 2.19509], [2.16173, 4.94336, 2.43920], [2.33863, 5.32110, 3.75787], [2.12335, 4.40548, 4.78566], [1.75620, 3.09697, 4.51247], [1.61768, 2.68198, 3.19120], [1.03746, 1.03284, 2.58552], [2.46777, -0.01501, 2.95822], [3.57885, 0.51728, 3.62233], [4.74258, -0.22540, 3.75356], [4.82650, -1.49687, 3.21176], [3.72874, -2.04330, 2.55703], [2.55904, -1.31654, 2.43997], [-0.66008, 1.18243, 3.20928], [-1.61621, 1.70604, 2.32300], [-2.91314, 1.93498, 2.79057], [-3.25136, 1.62695, 4.09175], [-2.30152, 1.08345, 4.96418], [-1.01625, 0.85470, 4.53247], [2.28711, 5.65073, 1.63014], [2.64144, 6.33242, 3.99088], [2.24151, 4.72226, 5.81316], [1.60429, 2.40474, 5.33222], [3.55801, 1.50970, 4.04350], [5.58707, 0.20008, 4.27810], [5.74485, -2.06221, 3.29749], [3.78618, -3.04021, 2.14081], [1.71062, -1.77181, 1.94194], [-1.33565, 2.02727, 1.32741], [-3.64685, 2.37241, 2.12670], [-4.25242, 1.82556, 4.45051], [-2.57477, 0.85779, 5.98618], [-0.27727, 0.47090, 5.22531]],
  "forces_ev_per_angstrom": [[-0.7, 0.3, 1.0], [0.0, 0.0, 0.0], [0.0, 0.0, 0.0], [0.0, 0.0, 0.0], [0.0, 0.0, 0.0], [0.0, 0.0, 0.1], [-0.1, 0.0, 0.0], [0.4, -0.6, -0.5], [0.0, 0.1, 0.0], [0.0, 0.0, 0.0], [0.0, 0.0, 0.0], [0.0, 0.0, 0.0], [0.0, 0.0, 0.0], [0.0, 0.0, 0.0], [0.0, 0.0, 0.0], [-0.1, -0.2, -0.4], [-0.1, 0.1, 0.1], [0.2, 0.2, -0.1], [0.5, -0.5, 0.9], [-0.1, 0.4, -0.2], [0.0, -0.2, 0.0], [0.1, 0.0, 0.0], [-0.1, 0.0, 0.0], [0.0, 0.0, 0.0], [0.0, -0.1, 0.0], [-0.1, 0.1, -0.8], [0.0, -0.1, 0.1], [-0.1, 0.0, 0.0], [0.0, 0.0, 0.0], [0.0, 0.0, 0.0], [0.0, -0.1, 0.1], [-0.3, 0.6, 0.2], [0.3, -0.1, -0.2], [0.0, 0.0, 0.0], [0.0, 0.0, 0.0], [0.0, 0.0, 0.0], [0.0, 0.0, 0.0], [0.0, 0.0, 0.0], [-0.7, -0.9, -0.1], [0.0, 0.3, 0.1], [0.1, 0.1, 0.0], [0.0, -0.1, -0.1], [0.0, 0.2, 0.2], [0.2, 0.2, 0.0], [0.0, 0.0, 0.0], [0.1, -0.1, 0.1], [-0.1, 0.0, 0.1], [0.1, -0.1, 0.0], [0.1, -0.1, 0.0], [-0.1, 0.0, 0.0], [-0.3, 0.1, -0.2], [0.0, 0.0, 0.0], [0.0, 0.0, 0.0], [0.0, 0.0, 0.0], [0.0, 0.0, 0.0], [0.0, 0.0, 0.0], [0.0, 0.0, 0.0], [0.0, 0.0, 0.0], [0.0, 0.0, 0.0], [0.0, 0.0, 0.0], [0.0, 0.0, 0.0], [0.0, 0.0, 0.0], [0.0, 0.0, 0.0], [0.0, 0.0, 0.0], [0.0, 0.0, 0.0], [0.0, -0.1, 0.1], [0.0, 0.0, 0.0], [0.0, 0.0, 0.0], [0.0, 0.0, 0.0], [0.0, -0.1, 0.0], [-0.1, 0.1, -0.1], [0.0, -0.1, 0.5], [0.0, 0.0, -0.1], [0.1, 0.0, -0.2], [0.2, 0.1, 0.0], [-0.1, 0.0, 0.0], [0.0, 0.0, 0.0], [0.0, 0.0, 0.0], [0.0, -0.1, 0.0], [-0.1, 0.0, -0.1], [0.7, 0.7, 0.0], [-0.1, -0.1, 0.1], [0.0, 0.0, 0.0], [0.0, 0.0, 0.0], [0.0, 0.0, 0.0], [0.0, 0.0, 0.0], [-0.1, 0.0, 0.0], [-0.1, -0.6, -0.2], [0.1, 0.1, -0.1], [-0.1, 0.0, 0.0], [0.0, 0.0, -0.1], [0.1, 0.0, 0.0], [-0.1, 0.1, 0.2], [0.0, 0.0, 0.0], [0.0, 0.0, 0.0], [0.0, 0.0, 0.0], [0.0, 0.0, 0.0], [0.0, 0.0, -0.1], [0.0, 0.0, 0.0], [0.0, 0.0, 0.0], [0.0, 0.0, 0.0], [0.0, 0.1, 0.0], [0.0, 0.1, 0.0], [0.0, 0.0, 0.0], [0.0, 0.0, 0.0], [0.0, 0.0, 0.0], [0.0, 0.0, 0.0]],
  "spin_multiplicity": 1,
  "e_homo_ha": -0.5459,
  "lumo_energy_ev": -8.907,
  "charge": 3,
  "orbital_gap_ev": 5.95,
  "largest_force_ha_per_bohr": 0.023
}

---

{
  "formula": "C5H9NO",
  "method": "the ωB97M-V functional and the def2-TZVPD basis",
  "species": ["C", "C", "O", "C", "C", "C", "N", "H", "H", "H", "H", "H", "H", "H", "H", "H"],
  "positions_angstrom": [[-1.83518, 0.04431, -0.34953], [-0.48054, -0.41058, 0.11552], [-0.23257, -1.72612, 0.15257], [0.67736, 0.42827, -0.11680], [2.05604, -0.14359, 0.12023], [0.49462, 1.60697, -0.88717], [0.33220, 2.58769, -1.49249], [-2.00224, 1.09512, -0.10799], [-2.62785, -0.56143, 0.09798], [-1.85294, -0.06877, -1.43998], [-0.74492, -0.18486, 1.70845], [-1.02402, -2.19618, 0.45945], [-0.00557, 0.39617, 1.16015], [2.79127, 0.66338, 0.17725], [2.36893, -0.83817, -0.66831], [2.08540, -0.69221, 1.07067]],
  "forces_ev_per_angstrom": [[0.0, 0.0, 0.0], [0.0, 0.3, -0.2], [-0.1, -0.1, 0.1], [0.1, -0.1, -0.3], [0.1, 0.0, 0.0], [-0.2, 0.7, -0.4], [0.2, -0.9, 0.6], [0.1, -0.1, 0.0], [0.1, 0.1, -0.1], [0.0, 0.0, 0.1], [0.1, 0.1, 0.0], [0.1, 0.0, -0.1], [-0.3, -0.1, 0.3], [-0.1, -0.1, 0.0], [0.0, 0.1, 0.1], [0.0, 0.1, -0.1]],
  "spin_multiplicity": 1,
  "e_homo_ha": -0.2914,
  "lumo_energy_ev": 0.208,
  "charge": 0,
  "orbital_gap_ev": 8.14,
  "largest_force_ha_per_bohr": 0.021
}

---

{
  "formula": "C44H52AsIrN2PSTe",
  "method": "the ωB97M-V functional and the def2-TZVPD basis",
  "species": ["Ir", "C", "C", "C", "C", "C", "C", "C", "C", "C", "C", "C", "C", "H", "H", "H", "H", "H", "H", "H", "H", "H", "H", "H", "H", "H", "H", "H", "H", "H", "H", "S", "C", "N", "C", "C", "C", "N", "H", "H", "H", "H", "C", "C", "As", "C", "C", "C", "C", "C", "C", "C", "C", "C", "C", "C", "C", "P", "C", "C", "C", "C", "C", "C", "C", "C", "C", "C", "C", "C", "H", "H", "H", "H", "H", "H", "H", "H", "H", "H", "H", "H", "H", "H", "H", "H", "H", "H", "H", "H", "H", "H", "H", "H", "C", "Te", "C", "H", "H", "H", "H", "H", "H"],
  "positions_angstrom": [[-20.34430, 11.47647, -2.85268], [-24.60323, 10.27993, -5.13325], [-23.60383, 11.13011, -4.42247], [-23.88536, 11.44826, -3.07450], [-25.08042, 10.80843, -2.44173], [-23.16591, 12.49814, -2.41056], [-23.68679, 12.96680, -1.06394], [-22.11968, 13.11284, -3.09919], [-21.60828, 14.46210, -2.62281], [-21.79067, 12.69075, -4.44495], [-20.96142, 13.61336, -5.31400], [-22.53758, 11.70033, -5.10934], [-22.29310, 11.43141, -6.56585], [-24.94028, 9.43566, -4.54608], [-24.25456, 9.98115, -6.11211], [-25.48768, 10.88708, -5.29266], [-25.93651, 10.96757, -3.07156], [-25.27312, 11.22514, -1.47977], [-24.97898, 9.71903, -2.35790], [-23.74971, 12.16889, -0.32204], [-24.69932, 13.37943, -1.17337], [-23.04521, 13.74207, -0.68021], [-22.21083, 15.24305, -3.13277], [-20.56064, 14.69189, -2.86908], [-21.76031, 14.61198, -1.55027], [-21.66063, 14.24874, -5.86494], [-20.35096, 13.06658, -6.06367], [-20.25228, 14.22665, -4.75865], [-22.62414, 12.32481, -7.11943], [-22.81085, 10.57650, -6.95607], [-21.24224, 11.26510, -6.79052], [-18.30406, 11.42668, -4.30548], [-17.01998, 12.27316, -3.49238], [-16.02598, 12.86435, -4.23907], [-14.84859, 13.28744, -3.67445], [-14.66547, 13.17198, -2.32183], [-15.74080, 12.61476, -1.62188], [-16.87578, 12.22816, -2.18863], [-16.11763, 12.85479, -5.23725], [-14.15793, 13.76516, -4.35690], [-13.72846, 13.47977, -1.86321], [-15.70538, 12.52310, -0.53557], [-19.71593, 7.90681, -2.61295], [-20.23394, 6.49450, -2.91189], [-19.01101, 5.10132, -3.43458], [-20.11205, 3.75864, -4.11393], [-19.48370, 2.70359, -4.80837], [-20.21295, 1.58500, -5.17645], [-21.58997, 1.57439, -4.93446], [-22.23168, 2.59235, -4.22197], [-21.50763, 3.67959, -3.80331], [-17.74754, 5.67242, -4.68446], [-16.36555, 5.62820, -4.44363], [-15.49368, 5.70634, -5.50423], [-15.98880, 5.91132, -6.77702], [-17.34553, 5.99014, -7.01841], [-18.24400, 5.87209, -5.96477], [-21.00612, 9.16356, -3.08152], [-21.17542, 8.70978, -4.84709], [-22.32950, 8.25699, -5.47784], [-22.32709, 7.99833, -6.83862], [-21.17410, 8.18203, -7.61457], [-20.00949, 8.54863, -6.95837], [-20.00172, 8.82683, -5.59720], [-22.41883, 8.66758, -2.06100], [-23.24576, 7.58826, -2.37797], [-24.22775, 7.12597, -1.48173], [-24.43372, 7.80053, -0.29200], [-23.62783, 8.88248, 0.04919], [-22.64690, 9.29730, -0.82316], [-18.82277, 8.26639, -3.16296], [-19.52706, 8.08176, -1.56317], [-20.88723, 6.55541, -3.75566], [-20.79493, 6.13357, -2.04193], [-18.40293, 2.73604, -5.04022], [-19.74015, 0.74873, -5.73666], [-22.17515, 0.71170, -5.25572], [-23.27793, 2.44181, -3.98793], [-22.00537, 4.44455, -3.22325], [-15.96994, 5.44060, -3.43759], [-14.41495, 5.61742, -5.35785], [-15.31683, 6.06910, -7.59453], [-17.65237, 6.20936, -8.03513], [-19.32080, 5.91083, -6.16508], [-23.24642, 8.12122, -4.94646], [-23.23895, 7.68687, -7.33810], [-21.16993, 7.95521, -8.67586], [-19.08276, 8.58403, -7.54000], [-19.04247, 9.05294, -5.12254], [-23.13306, 7.03480, -3.32171], [-24.83839, 6.25241, -1.75283], [-25.16723, 7.44384, 0.42086], [-23.81359, 9.42750, 0.95480], [-22.04317, 10.16923, -0.58025], [-18.68992, 10.70604, 0.37381], [-19.65960, 12.41868, -0.42565], [-21.16669, 12.34034, 1.12859], [-19.29478, 9.82206, 0.33704], [-18.42929, 10.91105, 1.40356], [-17.80643, 10.54467, -0.22533], [-20.54365, 12.22823, 2.01648], [-21.83218, 11.53127, 0.99142], [-21.64910, 13.30856, 1.10491]],
  "forces_ev_per_angstrom": [[-0.1, -0.2, -0.4], [-0.1, 0.2, -0.2], [-0.3, -0.2, 0.5], [0.7, 1.0, 0.0], [0.5, -0.3, -0.2], [-1.4, -1.9, -0.1], [0.1, 0.0, -0.5], [0.8, 0.5, -0.7], [-0.1, 0.6, -0.2], [0.5, 0.7, 0.4], [0.7, -0.5, -0.4], [-0.1, -0.3, 0.4], [0.1, 0.7, 0.0], [0.1, -0.3, 0.0], [-0.2, -0.3, 0.1], [-0.3, 0.2, -0.1], [-0.6, 0.2, -0.2], [-0.3, 0.1, 0.6], [0.1, 0.2, 0.1], [0.1, -0.1, -0.1], [0.3, 0.0, 0.0], [-0.1, 0.2, 0.3], [0.3, -0.3, 0.3], [-0.4, -0.3, 0.2], [0.2, 0.0, -0.3], [0.2, 0.2, 0.0], [-0.5, 0.3, 0.5], [-0.3, 0.0, -0.1], [0.2, -0.3, -0.1], [-0.2, -0.1, 0.0], [0.1, 0.2, 0.1], [-0.1, 0.6, 0.4], [0.3, -0.3, -1.0], [0.4, -0.4, 1.2], [-0.9, 0.1, -0.3], [0.1, -0.2, -0.5], [-0.1, 0.5, 0.3], [0.1, -0.1, 1.0], [-0.1, 0.2, -0.5], [0.1, -0.2, 0.0], [-0.3, -0.1, 0.0], [0.1, 0.0, -0.2], [0.2, 0.7, -0.4], [0.4, 0.7, 1.0], [-0.4, 0.1, 0.9], [-0.7, -0.6, -0.2], [0.6, -0.1, 0.1], [-0.2, -0.1, -0.8], [0.2, -0.6, 0.1], [0.2, -0.6, -0.3], [0.9, 0.2, 0.1], [0.7, 0.0, -0.5], [-0.2, -0.6, 0.8], [0.7, 0.2, 0.1], [-0.1, 0.2, -0.1], [-0.1, 0.5, -0.1], [-0.3, -0.1, -0.8], [0.1, 0.3, 0.1], [0.0, 0.0, 0.2], [0.2, 0.0, -0.3], [0.2, 0.1, -0.8], [-0.4, -0.4, 0.8], [0.5, 0.1, -0.5], [0.3, -0.3, -0.1], [-0.6, -0.4, 0.2], [-0.2, -0.8, -0.2], [0.1, 0.1, -0.7], [0.1, -0.4, 0.4], [-0.2, -0.2, -0.5], [0.7, 0.5, -0.5], [-0.3, -0.7, 0.2], [0.2, -0.2, 0.4], [-0.6, -0.2, -0.6], [0.0, 0.0, -0.3], [-0.7, 0.1, 0.2], [-0.4, 0.8, 0.6], [0.2, 0.2, 0.1], [0.0, 0.4, 0.0], [0.1, 0.1, 0.0], [-0.3, 0.1, -0.4], [-0.4, 0.1, 0.1], [0.4, -0.2, -0.3], [-0.3, -0.2, 0.1], [0.4, -0.1, 0.1], [-0.2, 0.0, 0.2], [0.0, -0.1, 0.2], [-0.1, 0.1, 0.1], [-0.2, 0.2, 0.3], [-0.4, 0.1, -0.2], [0.0, 0.3, 0.6], [0.3, 0.5, 0.2], [-0.1, 0.1, -0.1], [0.0, 0.1, 0.4], [0.0, -0.1, 0.0], [0.3, 0.3, -0.1], [0.0, -0.4, 0.3], [1.3, 0.9, -0.4], [-0.6, -0.3, -0.1], [0.1, 0.1, 0.2], [0.3, 0.0, -0.1], [-0.3, 0.0, 0.0], [-0.7, -0.7, -0.1], [-0.2, 0.0, 0.2]],
  "spin_multiplicity": 5,
  "e_homo_ha": [-0.5402, -0.5672],
  "lumo_energy_ev": [-7.734, -9.636],
  "charge": 3,
  "orbital_gap_ev": [6.97, 5.80],
  "largest_force_ha_per_bohr": 0.047
}